No. 1
# C4H8N3O

A gas-phase ion, C4H8N3O (charge +1) in a non-equilibrium geometry (ωB97M-V/def2-TZVPD, the Open Molecules 2025 dataset).

Bonds (Å) are listed after each position.
Atoms and positions in Å:
1 N 1.4744 -0.8895 1.3528  C2 1.363, H9 1.008, H10 1.014
2 C 0.5461 -0.2314 0.6032  N1 1.363, N3 1.444, C6 1.536, C7 1.783
3 N -0.6096 0.3052 1.2825  C2 1.444, C4 1.311, H11 1.010
4 C -1.1440 1.2928 0.6065  N3 1.311, N5 1.314, H12 1.079
5 N -0.4585 1.5759 -0.4778  C4 1.314, C6 1.437, H13 1.008
6 C 0.5580 0.5838 -0.6991  C2 1.536, N5 1.437, C7 1.509, H14 1.086
7 C -0.0236 -0.7762 -0.9959  C2 1.783, C6 1.509, O8 1.488, H15 1.082
8 O -1.3239 -0.9707 -1.6927  C7 1.488, H16 0.960
9 H 2.4475 -0.7188 1.1535  N1 1.008
10 H 1.2850 -1.8606 1.5729  N1 1.014
11 H -0.9537 -0.0714 2.1543  N3 1.010
12 H -2.0404 1.8154 0.9008  C4 1.079
13 H -0.6664 2.3002 -1.1476  N5 1.008
14 H 1.4695 0.9521 -1.1592  C6 1.086
15 H 0.7273 -1.4702 -1.3492  C7 1.082
16 H -1.2878 -1.8366 -2.1051  O8 0.960

Properties
**HOMO energy**: -12.503 eV
**Total charge**: +1

No. 2
# C23H23FN2O3S

C23H23FN2O3S in the gas phase in a non-equilibrium geometry (ωB97M-V/def2-TZVPD, the Open Molecules 2025 dataset).

Bonds (Å) are listed after each position.
Atoms and positions in Å:
1 C 0.0821 2.7250 2.3539  C2 1.525, H31 1.087, H32 1.087, H33 1.087
2 C -0.2301 1.4224 1.6242  C1 1.525, N3 1.448, H34 1.093, H35 1.096
3 N -0.5373 1.5853 0.2181  C2 1.448, C4 1.450, S21 1.668
4 C 0.4774 2.1486 -0.6513  N3 1.450, C5 1.547, H36 1.096, H37 1.090
5 C 0.4463 1.4424 -2.0278  C4 1.547, O6 1.399, C7 1.540, H38 1.101
6 O 0.1809 2.3379 -3.0699  C5 1.399, H39 0.970
7 C 1.7721 0.7163 -2.3223  C5 1.540, N8 1.436, H40 1.090, H41 1.093
8 N 1.9977 -0.3164 -1.3505  C7 1.436, C9 1.377, C20 1.377
9 C 2.7443 -0.2012 -0.1993  N8 1.377, C10 1.390, C14 1.416
10 C 3.6619 0.7732 0.1748  C9 1.390, C11 1.381, H42 1.080
11 C 4.2885 0.6409 1.3988  C10 1.381, C12 1.393, H43 1.080
12 C 4.0223 -0.4369 2.2410  C11 1.393, C13 1.380, H44 1.080
13 C 3.1250 -1.4182 1.8720  C12 1.380, C14 1.389, H45 1.080
14 C 2.4808 -1.3060 0.6463  C9 1.416, C13 1.389, C15 1.435
15 C 1.5138 -2.1170 -0.0362  C14 1.435, C16 1.389, C20 1.415
16 C 0.8747 -3.3101 0.2757  C15 1.389, C17 1.380, H46 1.079
17 C -0.0220 -3.8366 -0.6321  C16 1.380, C18 1.394, H47 1.080
18 C -0.2822 -3.1904 -1.8396  C17 1.394, C19 1.382, H48 1.080
19 C 0.3387 -2.0009 -2.1703  C18 1.382, C20 1.389, H49 1.079
20 C 1.2392 -1.4621 -1.2600  N8 1.377, C15 1.415, C19 1.389
21 S -2.1047 2.0538 -0.1077  N3 1.668, O22 1.435, O23 1.438, C24 1.795
22 O -2.6084 3.0116 0.8351  S21 1.435
23 O -2.1650 2.4139 -1.4990  S21 1.438
24 C -3.0015 0.5177 0.1345  S21 1.795, C25 1.383, C30 1.382
25 C -4.3217 0.5910 0.5411  C24 1.383, C26 1.384, H50 1.078
26 C -5.0561 -0.5712 0.7018  C25 1.384, C27 1.386, H51 1.078
27 C -4.4361 -1.7840 0.4482  C26 1.386, F28 1.344, C29 1.385
28 F -5.1411 -2.9180 0.6045  C27 1.344
29 C -3.1138 -1.8691 0.0449  C27 1.385, C30 1.384, H52 1.078
30 C -2.3931 -0.6981 -0.1148  C24 1.382, C29 1.384, H53 1.078
31 H -0.7580 3.4068 2.2530  C1 1.087
32 H 0.2521 2.5220 3.4077  C1 1.087
33 H 0.9730 3.1940 1.9434  C1 1.087
34 H -1.1116 0.9530 2.0680  C2 1.093
35 H 0.6108 0.7247 1.7033  C2 1.096
36 H 0.3160 3.2213 -0.8085  C4 1.096
37 H 1.4430 2.0122 -0.1648  C4 1.090
38 H -0.3483 0.6818 -1.9797  C5 1.101
39 H -0.7185 2.6692 -2.9207  O6 0.970
40 H 2.5957 1.4305 -2.3066  C7 1.090
41 H 1.7175 0.2821 -3.3242  C7 1.093
42 H 3.8915 1.6108 -0.4674  C10 1.080
43 H 5.0029 1.3890 1.7090  C11 1.080
44 H 4.5324 -0.5034 3.1901  C12 1.080
45 H 2.9251 -2.2593 2.5185  C13 1.080
46 H 1.0821 -3.8146 1.2072  C16 1.079
47 H -0.5243 -4.7672 -0.4118  C17 1.080
48 H -0.9834 -3.6296 -2.5339  C18 1.080
49 H 0.1292 -1.5150 -3.1108  C19 1.079
50 H -4.7520 1.5604 0.7347  C25 1.078
51 H -6.0871 -0.5498 1.0171  C26 1.078
52 H -2.6610 -2.8303 -0.1384  C29 1.078
53 H -1.3597 -0.7323 -0.4191  C30 1.078

Properties
**HOMO energy**: -8.150 eV
**Total charge**: 0

No. 3
# C5H11N3P

A gas-phase ion, C5H11N3P (charge +1) in a non-equilibrium geometry (ωB97M-V/def2-TZVPD, the Open Molecules 2025 dataset).

Bonds (Å) are listed after each position.
Atoms and positions in Å:
1 C 2.4897 -2.3752 0.0708  P2 1.793, H10 1.151, H11 1.119, H12 1.053
2 P 2.5073 -0.8945 -0.9398  C1 1.793, C3 1.827, H13 1.535
3 C 0.8932 -0.2128 -0.4210  P2 1.827, C4 1.578, N9 1.334
4 C 0.0090 -0.6193 0.8217  C3 1.578, N5 1.361, H14 1.027
5 N -0.9881 0.3075 0.8409  C4 1.361, N6 1.316, C7 1.359
6 N -1.9461 0.5242 1.7167  N5 1.316, H15 1.075, H16 1.032
7 C -0.8688 1.1204 -0.2410  N5 1.359, C8 1.468, N9 1.366
8 C -1.7386 2.2363 -0.6330  C7 1.468, H17 1.034, H18 1.097, H19 1.095
9 N 0.2429 0.8131 -0.9731  C3 1.334, C7 1.366, H20 1.018
10 H 2.5631 -2.0065 1.1589  C1 1.151
11 H 3.3157 -3.0384 -0.2910  C1 1.119
12 H 1.6105 -2.9328 -0.0837  C1 1.053
13 H 2.1271 -1.6435 -2.2249  P2 1.535
14 H 0.1522 -1.3128 1.5653  C4 1.027
15 H -2.2498 -0.1490 2.4973  N6 1.075
16 H -2.7396 0.9543 1.2170  N6 1.032
17 H -1.9389 3.0512 -0.0295  C8 1.034
18 H -1.3185 2.6300 -1.5671  C8 1.097
19 H -2.7184 1.9235 -1.0084  C8 1.095
20 H 0.5961 1.6242 -1.4762  N9 1.018

Properties
**HOMO energy**: -12.258 eV
**Total charge**: +1

Quick rundown of relative energy (zero: lowest compared OMol25 entry of this formula, charge and spin), same order as above: 307.7, 0.0, 98.7 kJ/mol
Quick rundown of Kohn-Sham gap, same order as above: 9.17, 8.58, 9.20 eV
Quick rundown of E, same order as above: -10787.112, -46900.286, -19113.447 eV